Below is a structure of composition C3H4AlLiO4, with properties calculated with wB97M-V/def2-TZVPD.

Geometry (Å):
O: -0.07 -1.00 -0.16
C: 1.28 -0.73 0.02
C: -0.97 -0.03 -0.12
O: 1.97 -1.73 0.20
O: 1.58 0.48 0.05
C: -1.59 0.62 -1.10
Li: 3.66 -2.38 0.34
H: -2.58 1.05 -0.95
H: -1.31 0.36 -2.12
Al: 2.67 1.61 -0.24
O: -1.20 0.48 1.20
H: -1.75 -0.10 1.78
H: -1.68 1.38 1.09

## Properties
Kohn-Sham gap (spin up / spin down): 0.3362 / 0.2213 Eh
HOMO (spin up / spin down): -22.400 / -22.403 eV
2S+1: 2
net charge: +3
ΔE to the lowest compared entry with this formula, charge and spin: 0.000 eV
LUMO level (spin up / spin down): -13.25 / -16.38 eV
E: -666.423595 Ha
⟨S²⟩: 0.750

Atom charges from the natural (NBO) analysis, given in e for atoms 1 to 5:
1. O -0.43
2. C 1.06
3. C 0.47
4. O -0.66
5. O -1.01